1.
18
Properties=species:S:1:pos:R:3:mulliken_charge:R:1 method="wB97M-V/def2-TZVPD" gap_ha=0.3755 lumo_energy_ev=0.563 max_force_ev_per_a=3.021 mol_weight_g_mol=135.1 total_charge=0 homo_ev=-9.65 relative_energy_kcal_mol=78.3
C 2.347 1.372 -0.079 0.54
C 0.282 -1.706 -0.456 -1.57
C 1.237 0.570 -0.900 -0.59
C 0.522 -0.333 0.030 0.99
N 0.020 0.049 1.121 -0.62
O 1.862 1.778 1.064 -0.58
O 3.414 1.552 -0.562 -0.56
P -2.892 -0.231 0.247 -0.16
H 0.801 -2.068 -1.270 0.51
H -0.700 -1.718 -0.780 0.31
H 0.532 -2.402 0.304 0.39
H 0.750 1.519 -1.357 0.25
H 1.797 -0.023 -1.663 0.21
H -4.009 0.040 -0.560 0.08
H 0.886 1.371 1.387 0.39
H -0.572 -0.568 1.592 0.30
H -2.576 1.091 0.496 0.06
H -3.699 -0.294 1.386 0.06

2.
19
Properties=species:S:1:pos:R:3:mulliken_charge:R:1 method="wB97M-V/def2-TZVPD" gap_ha="0.2689 / 0.2865" lumo_energy_ev="-1.738 / -0.727" max_force_ev_per_a=5.031 mol_weight_g_mol=167.2 total_charge=0 homo_ev="-9.06 / -8.52" relative_energy_kcal_mol=76.0
C -1.872 -0.376 0.200 -0.39
C -0.833 -0.572 1.390 -0.49
C -1.799 -0.033 -2.142 -0.66
C 3.352 -0.063 0.747 -0.60
N -1.413 -0.840 -1.013 -0.35
O 0.446 0.063 1.314 -0.30
O 2.492 0.928 0.195 -0.23
P 0.933 0.700 -0.121 0.48
S 0.177 2.474 -0.462 -0.34
H -2.763 -0.872 0.656 0.35
H -2.071 0.777 0.055 0.33
H -1.085 -0.339 2.507 0.29
H -0.633 -1.641 1.251 0.28
H -1.189 0.919 -2.214 0.17
H -1.750 -0.466 -3.027 0.36
H -2.856 0.239 -2.056 0.32
H 2.877 -0.652 1.456 0.31
H 4.157 0.440 1.306 0.24
H 3.829 -0.685 -0.042 0.24

3.
18
Properties=species:S:1:pos:R:3:mulliken_charge:R:1 method="wB97M-V/def2-TZVPD" gap_ha=0.2447 lumo_energy_ev=3.620 max_force_ev_per_a=3.319 mol_weight_g_mol=136.2 total_charge=-1 homo_ev=-3.04 relative_energy_kcal_mol=38.1
C 0.993 0.991 0.738 -0.47
N 0.532 -0.261 1.296 -0.01
C 0.877 -1.443 0.800 0.03
O 0.654 -2.531 1.336 -0.61
C 0.890 1.103 -0.803 -0.82
C -0.373 0.402 -1.461 -0.50
S -1.755 1.548 -1.422 -0.55
H 0.285 1.743 1.135 0.26
H 1.967 1.442 0.942 0.20
H -0.288 -0.219 1.875 0.30
H 1.729 -1.380 0.075 0.24
H 0.665 2.138 -1.093 0.37
H 1.795 0.821 -1.355 0.35
H -0.086 -0.098 -2.419 0.26
H -0.532 -0.572 -0.982 0.01
H -1.931 -1.692 0.828 0.30
H -2.617 -0.590 0.000 0.32
O -2.806 -1.402 0.509 -0.68

4.
18
Properties=species:S:1:pos:R:3:mulliken_charge:R:1 method="wB97M-V/def2-TZVPD" gap_ha=0.3814 lumo_energy_ev=-3.429 max_force_ev_per_a=4.188 mol_weight_g_mol=136.2 total_charge=+1 homo_ev=-13.81 relative_energy_kcal_mol=37.4
C -1.483 0.432 -0.117 0.44
C 0.352 -1.220 -0.954 -1.38
C 0.376 -0.070 1.354 -1.48
C -0.021 0.022 -0.134 0.66
N 0.611 1.258 -0.707 -0.36
O -3.965 0.307 0.194 -0.46
O -1.825 1.554 -0.426 -0.56
S -2.705 -0.735 0.412 0.18
H 0.112 -2.304 -0.532 0.33
H 0.054 -1.155 -1.960 0.43
H 1.503 -1.169 -0.942 0.39
H 1.402 -0.217 1.578 0.46
H -0.160 0.680 1.920 0.43
H -0.195 -0.992 1.781 0.37
H -0.288 2.012 -0.741 0.45
H 0.951 1.063 -1.761 0.38
H 1.500 1.638 -0.324 0.37
H -4.345 0.773 0.940 0.35

5.
18
Properties=species:S:1:pos:R:3:mulliken_charge:R:1 method="wB97M-V/def2-TZVPD" gap_ha=0.3800 lumo_energy_ev=-3.235 max_force_ev_per_a=4.369 mol_weight_g_mol=136.2 total_charge=+1 homo_ev=-13.57 relative_energy_kcal_mol=46.3
C -0.310 0.182 -1.466 -1.14
C 1.206 0.494 0.343 -0.89
C -1.079 -0.290 -0.235 0.15
C -0.260 0.114 0.980 0.50
N 1.076 -0.129 -1.020 -0.11
O -1.089 -1.729 -0.317 -0.61
O -0.696 1.321 1.496 -0.49
S -0.267 -1.254 2.252 -0.17
H -0.702 -0.339 -2.245 0.53
H -0.468 1.156 -1.564 0.43
H 1.355 1.586 0.489 0.35
H 2.160 0.014 0.715 0.34
H -2.218 -0.039 -0.057 0.35
H 0.944 -1.142 -1.068 0.42
H 1.781 0.302 -1.567 0.32
H -1.548 -2.290 0.334 0.35
H -1.287 1.023 2.230 0.45
H 0.007 -0.506 3.346 0.21

6.
18
Properties=species:S:1:pos:R:3:mulliken_charge:R:1 method="wB97M-V/def2-TZVPD" gap_ha=0.1425 lumo_energy_ev=-0.273 max_force_ev_per_a=3.808 mol_weight_g_mol=120.1 total_charge=-1 homo_ev=-4.15 relative_energy_kcal_mol=218.0
O -2.273 -1.623 -1.205 -0.53
C -2.251 -1.442 0.063 -0.06
O 0.855 2.682 -0.925 -0.86
C -1.615 -0.448 0.947 -0.32
C -0.316 0.220 0.688 -0.02
C 0.286 -0.024 -0.686 -0.76
N 1.664 0.305 -0.958 -0.46
H -1.852 -0.632 1.981 0.30
H -3.117 -2.060 0.514 0.32
H -0.258 1.328 0.867 0.34
H 0.410 -0.234 1.328 0.23
H -0.422 0.570 -1.265 0.32
H 0.078 -1.095 -0.930 0.35
H 1.762 1.355 -1.074 0.46
H 2.266 -0.020 -0.228 0.30
H 3.194 -0.191 2.386 0.15
H 1.377 3.509 -0.747 0.18
O 2.454 -0.371 1.856 -0.93

7.
18
Properties=species:S:1:pos:R:3:mulliken_charge:R:1 method="wB97M-V/def2-TZVPD" gap_ha=0.1625 lumo_energy_ev=1.148 max_force_ev_per_a=4.839 mol_weight_g_mol=120.1 total_charge=-1 homo_ev=-3.27 relative_energy_kcal_mol=182.0
O -1.292 2.316 0.633 -0.95
C 1.221 1.210 -1.103 0.19
O 2.165 0.816 -1.724 -0.46
C 1.137 0.286 0.445 -0.05
C -0.091 -0.505 0.547 -0.24
C -0.826 -0.854 -0.755 -1.33
N 1.143 1.646 0.331 -0.50
H 2.041 -0.041 0.957 0.43
H -0.772 -0.046 1.278 0.36
H 0.204 -1.534 0.858 0.35
H -1.335 0.015 -1.181 0.37
H -1.591 -1.606 -0.579 0.35
H -0.132 -1.228 -1.507 0.36
H 0.280 1.436 -1.602 0.40
H 0.153 2.161 0.416 0.50
H -1.272 3.246 0.891 0.16
H -0.706 -4.069 1.213 0.12
O -0.328 -3.250 0.882 -1.07

8.
18
Properties=species:S:1:pos:R:3:mulliken_charge:R:1 method="wB97M-V/def2-TZVPD" gap_ha=0.2842 lumo_energy_ev=3.838 max_force_ev_per_a=7.078 mol_weight_g_mol=120.1 total_charge=-1 homo_ev=-3.90 relative_energy_kcal_mol=100.4
O -1.617 2.614 -0.501 -0.52
C -0.747 1.777 -0.459 -0.16
C -1.168 0.318 -0.555 0.27
C -1.206 -0.263 0.934 -0.95
N -0.334 -0.511 -1.378 -0.36
C 1.150 -0.438 -1.206 -0.32
O 1.623 -1.084 -0.225 -0.72
H 0.371 2.019 -0.479 0.26
H -2.253 0.376 -0.929 0.23
H -2.074 -0.899 0.916 0.37
H -1.172 0.657 1.509 0.36
H -0.242 -0.847 1.208 0.05
H -0.798 -1.470 -1.218 0.27
H 1.547 -0.947 -2.094 0.25
H 1.500 0.699 -1.219 0.11
H 1.269 -0.556 2.515 0.23
H 2.091 -0.706 0.999 0.43
O 2.061 -0.740 2.183 -0.81

9.
18
Properties=species:S:1:pos:R:3:lowdin_spin:R:1 method="wB97M-V/def2-TZVPD" gap_ha="0.3805 / 0.2573" lumo_energy_ev="0.615 / -2.793" max_force_ev_per_a=1.871 mol_weight_g_mol=120.1 total_charge=0 multiplicity=2 homo_ev="-9.74 / -9.80" relative_energy_kcal_mol=46.1
C 0.926 1.022 0.655 0.10
O 1.925 0.135 0.845 0.72
C -0.522 0.329 0.625 0.06
C -0.908 -0.065 -0.787 0.01
C -2.253 -0.784 -0.730 0.00
O -3.271 -0.143 -0.681 0.00
N -0.538 -0.882 1.471 0.01
H 1.010 1.619 -0.251 0.00
H 0.915 1.650 1.577 0.06
H -1.219 1.058 1.046 0.00
H -0.257 -0.690 -1.402 0.00
H -1.111 0.887 -1.293 0.00
H -2.320 -1.870 -0.891 0.00
H 0.430 -1.217 1.500 0.00
H -0.550 -0.573 2.448 0.00
H 2.547 0.231 -2.086 0.00
H 2.551 -0.192 -0.554 0.00
O 2.645 -0.515 -1.492 0.03

10.
17
Properties=species:S:1:pos:R:3:mulliken_charge:R:1 method="wB97M-V/def2-TZVPD" gap_ha=0.3301 lumo_energy_ev=0.610 max_force_ev_per_a=4.522 mol_weight_g_mol=119.1 total_charge=0 homo_ev=-8.37 relative_energy_kcal_mol=62.0
C 0.991 2.330 0.086 -0.32
C -1.842 0.523 0.238 -1.00
C -0.764 -0.119 -0.726 -0.85
C 0.899 -1.545 0.470 -0.64
N 0.708 -0.277 -0.051 0.23
O 1.201 -2.558 -0.499 -0.57
P 1.898 0.934 -0.162 -0.14
H 1.376 3.285 0.027 0.36
H -0.130 2.252 0.143 -0.06
H -2.865 0.138 -0.015 0.32
H -1.681 0.148 1.187 0.34
H -1.847 1.578 0.368 0.38
H -1.051 -1.145 -0.928 0.43
H -0.748 0.379 -1.633 0.43
H 1.711 -1.523 1.180 0.43
H -0.028 -1.710 1.060 0.33
H 2.171 -2.690 -0.745 0.33

11.
17
Properties=species:S:1:pos:R:3:mulliken_charge:R:1 method="wB97M-V/def2-TZVPD" gap_ha=0.3353 lumo_energy_ev=0.421 max_force_ev_per_a=4.699 mol_weight_g_mol=119.1 total_charge=0 homo_ev=-8.70 relative_energy_kcal_mol=62.9
C -2.579 1.233 -0.730 -0.61
C 1.301 -1.784 -0.597 -1.10
C 1.584 -0.582 0.296 -0.55
C 0.708 1.584 0.592 -0.38
N 0.607 0.361 0.197 -0.33
O -1.664 -0.685 0.885 -0.51
P -2.671 0.579 0.810 -0.02
H -3.198 2.169 -0.873 0.27
H -2.159 0.894 -1.601 0.38
H 2.118 -2.493 -0.463 0.32
H 0.335 -2.183 -0.247 0.25
H 1.047 -1.653 -1.635 0.35
H 1.356 -0.973 1.256 0.29
H 2.600 -0.332 0.244 0.56
H -0.178 2.122 0.395 0.30
H 1.609 1.940 1.052 0.28
H -0.818 -0.197 0.420 0.49

12.
17
Properties=species:S:1:pos:R:3:mulliken_charge:R:1 method="wB97M-V/def2-TZVPD" gap_ha=0.2064 lumo_energy_ev=2.299 max_force_ev_per_a=4.158 mol_weight_g_mol=120.2 total_charge=-1 homo_ev=-3.32 relative_energy_kcal_mol=153.9
C 1.850 0.373 1.025 -0.27
O 1.766 1.143 2.121 -0.87
C 0.349 0.425 0.389 0.10
C 0.226 0.353 -1.171 -1.07
C -1.119 -0.297 -1.613 -0.47
S -1.538 -1.931 -0.683 -0.34
N -0.196 1.792 0.786 -0.91
H 2.223 -0.700 1.210 0.16
H 2.652 0.793 0.237 0.14
H -0.443 -0.217 0.860 0.42
H 1.130 -0.233 -1.636 0.29
H 0.431 1.412 -1.532 0.39
H -2.019 0.384 -1.487 0.27
H -1.117 -0.397 -2.728 0.35
H 0.509 -1.489 -0.024 0.23
H 0.188 2.450 0.159 0.21
H 0.458 2.087 1.613 0.38